# 1
Formula: C48H46N3O
Source: the OMol25 dataset
Level of theory: ωB97M-V/def2-TZVPD

Summary:
HOMO energy (eV): -8.515
Charge: +1
LUMO energy (Eh): -0.185
Largest force on an atom (Eh/bohr): 0.0950

```
98
Properties=species:S:1:pos:R:3:forces:R:3:mulliken_charge:R:1
O 1.417052 -1.325585 0.571660 1.0 1.0 0.7 -0.687
N -0.521357 0.943395 -1.035403 1.4 0.6 -0.2 1.572
N 1.121539 2.347953 -1.533045 -0.7 -0.5 0.2 -1.256
N 1.632231 1.077287 -1.327689 -1.5 0.5 -0.6 1.770
C -2.840738 0.551760 -1.735650 -0.5 -0.6 0.0 1.799
C -0.527531 -1.262854 -3.292415 -0.1 -0.4 0.2 0.509
C -1.833556 0.446907 -0.768469 -0.7 -0.2 0.2 -0.348
C 0.920556 -1.850383 3.410744 0.8 0.0 1.4 -1.148
C 0.642100 0.208389 -1.061570 0.0 1.1 0.7 -0.653
C 3.845413 1.890535 -0.760123 0.1 -0.6 0.1 1.556
C 0.140985 -2.307574 -1.127705 1.5 3.3 1.2 1.124
C -5.597765 -1.483166 -0.083963 -0.2 -0.2 0.0 -1.523
C 2.738438 1.339408 2.920420 0.3 0.2 0.1 -0.510
C -3.086214 4.495545 -0.474670 0.3 0.1 0.0 -0.732
C -1.947569 -3.831393 5.860873 0.5 0.2 -0.3 -0.425
C 7.339892 0.593835 -1.516910 0.2 0.0 0.0 -1.471
C -1.887129 -3.037343 -2.338844 0.5 0.5 0.2 -1.263
C 0.121105 -3.836091 4.593731 0.1 0.4 -0.3 -0.638
C 2.446995 -0.007797 2.907751 -0.3 -0.4 -0.2 -0.597
C 1.329635 -0.517614 3.637171 0.3 0.4 -0.2 1.063
C 0.895414 1.736367 4.448468 0.0 -0.2 0.2 -0.780
C -2.931246 5.455678 -1.484531 0.0 -0.2 0.0 -0.443
C -1.353769 -1.238808 -4.410680 -0.1 0.0 0.2 -0.802
C -2.749938 -2.946858 -3.418477 0.1 0.1 -0.1 -0.782
C -3.263948 -0.859819 0.658549 0.2 0.5 -0.1 -1.114
C 2.891437 -0.924948 -3.180501 -0.2 -0.6 -0.3 -1.042
C 0.794374 -1.156841 -0.512975 -1.9 -4.3 -1.4 -0.252
C -2.699101 1.308572 -3.020275 -0.1 0.1 -0.4 -2.312
C 3.053224 0.934915 -1.428031 1.0 -0.2 -0.3 0.221
C -4.268953 -0.818387 -0.302847 0.0 0.0 0.0 0.666
C -1.344684 -1.887241 4.540709 0.3 -0.1 0.1 0.509
C -0.164207 2.261288 -1.295222 0.9 -1.1 0.1 0.762
C 0.367686 -3.604937 -0.449047 -0.1 -0.3 0.2 -2.342
C -0.897989 4.385369 -2.238441 -0.6 -0.5 0.4 -0.784
C -2.474433 -2.067824 -4.473562 0.0 0.1 0.1 -0.588
C 5.845205 0.720449 -1.514109 -0.2 0.0 0.2 0.466
C 5.041764 -0.148277 -2.250204 0.1 0.4 0.3 -1.395
C -2.243709 -2.555483 5.366940 0.1 0.1 0.0 -1.192
C -1.839534 5.406184 -2.357705 0.1 0.0 0.2 -0.725
C 1.922457 2.230565 3.633970 0.1 -0.4 -0.1 -0.233
C -0.762310 -4.468312 5.456436 -0.1 0.0 0.1 -0.680
C -2.136906 3.486703 -0.326466 0.4 -0.3 -0.6 0.310
C -4.057257 -0.095871 -1.472212 0.5 0.4 0.0 -0.766
C 3.273369 3.059749 -0.032586 0.2 0.6 0.5 -1.616
C -1.089327 3.373596 -1.271379 -0.5 1.5 -0.1 -0.005
C -0.753912 -2.178502 -2.238278 -0.8 -0.3 -1.2 1.106
C 3.648483 -0.045094 -2.246400 0.0 0.4 0.3 0.852
C -0.110264 -2.496526 4.171334 -1.2 -0.5 0.0 1.225
C -1.110079 -0.022474 1.608891 0.2 0.0 0.4 -1.153
C 0.667622 0.372392 4.538025 -0.2 0.1 -0.5 -0.490
C 5.231385 1.729715 -0.769819 -0.2 -0.1 -0.2 -1.181
C -2.069413 -0.148820 0.469613 -0.4 -0.4 0.0 -0.348
H -1.671573 1.316050 -3.387638 -0.1 0.1 0.0 0.323
H -5.839060 -2.159646 -0.915097 0.1 0.1 0.2 0.333
H -1.713155 6.162914 -3.135342 -0.1 -0.2 0.3 0.400
H 2.694359 3.708141 -0.697237 0.3 -0.1 0.3 0.347
H -3.327439 0.848023 -3.798003 0.3 0.1 0.3 0.584
H 5.516949 -0.921784 -2.855534 -0.2 0.2 0.1 0.292
H 0.343694 -0.609517 -3.235409 -0.3 -0.3 -0.3 0.021
H -0.032271 4.316304 -2.893305 -0.3 0.0 0.0 0.455
H -5.594696 -2.058457 0.847332 -0.1 0.1 -0.2 0.403
H -1.119506 -0.553166 -5.224756 -0.1 -0.2 0.1 0.450
H -3.664470 6.257784 -1.572860 0.2 -0.2 -0.1 0.399
H -0.528162 -5.467565 5.823953 -0.1 0.3 -0.1 0.401
H -2.073269 -3.735472 -1.515810 0.0 0.2 -0.4 0.384
H 2.304979 -0.353543 -3.915999 0.1 -0.1 0.3 0.262
H 2.117687 3.302459 3.587974 -0.1 -0.3 0.0 0.469
H -1.588352 -0.888511 4.166854 0.0 -0.5 0.1 0.406
H -2.630391 -4.325255 6.551214 0.2 0.1 -0.2 0.409
H -1.587301 0.457695 2.479878 0.0 -0.1 -0.4 1.072
H 3.609043 1.694589 2.363455 -0.4 -0.1 0.2 0.667
H 7.642737 -0.275722 -2.103947 0.1 0.1 0.1 0.348
H 0.279322 2.417782 5.029094 0.3 -0.1 0.0 0.453
H 7.722652 0.480647 -0.496083 0.0 0.0 -0.2 0.349
H -3.032253 2.349535 -2.903713 0.1 -0.2 0.0 0.398
H -3.941650 4.529620 0.206988 0.4 0.1 -0.2 0.419
H 0.049739 -4.442479 -1.081654 0.0 0.2 0.2 0.499
H -3.177547 -2.066504 5.644642 0.2 -0.2 -0.1 0.430
H 4.108957 3.632538 0.387785 -0.2 0.0 0.0 0.409
H -3.138614 -2.017199 -5.334890 0.2 -0.1 0.2 0.411
H 1.437956 -3.711852 -0.229351 -0.2 0.0 0.1 0.365
H -0.042143 -0.016667 5.266110 0.2 0.2 -0.3 0.820
H -3.405085 -1.414003 1.589987 -0.1 0.2 -0.2 0.477
H -4.860477 -0.039333 -2.210308 0.3 0.0 0.1 0.399
H 2.626086 2.758209 0.800467 -0.1 0.1 -0.3 0.206
H 3.609246 -1.529800 -3.748183 -0.2 0.1 0.1 0.563
H -3.642536 -3.571413 -3.438691 0.2 0.1 -0.1 0.434
H 3.032394 -0.708372 2.310230 -0.2 0.3 0.1 0.174
H -0.769816 -1.013533 1.936230 0.0 0.3 -0.3 -0.059
H 5.850341 2.422502 -0.188648 -0.2 -0.2 -0.3 0.375
H -6.403147 -0.735476 -0.031446 0.2 -0.2 0.0 0.323
H -0.176670 -3.648603 0.513033 0.2 -0.1 -0.2 0.301
H -2.192429 2.776940 0.502432 -0.2 0.1 -0.4 0.395
H -0.226973 0.575323 1.357177 -0.1 -0.2 0.2 -0.033
H 7.819968 1.483977 -1.944088 -0.1 -0.2 0.1 0.342
H 1.039430 -4.324826 4.250059 -0.4 0.1 0.2 0.413
H 1.581896 -2.511650 2.853935 -0.1 0.3 -0.2 0.330
H 2.225982 -1.622466 -2.655871 0.0 0.2 -0.1 0.144
```
Forces are in eV/Å.

***

# 2
Formula: C48H48BrCdN8O2S
Source: the OMol25 dataset
Level of theory: ωB97M-V/def2-TZVPD

Summary:
HOMO energy (eV): -10.074
Charge: +1
LUMO energy (Eh): -0.108
Largest force on an atom (Eh/bohr): 0.0650

```
109
Properties=species:S:1:pos:R:3:forces:R:3:mulliken_charge:R:1
Cd -5.757551 -4.992306 -19.530622 0.5 -0.1 0.3 2.578
Br -7.748282 -9.297466 -19.720176 1.1 -0.6 -0.8 -0.133
S -9.687901 -6.218243 -21.550210 -1.2 -0.1 0.1 -0.285
O -4.284745 -5.419144 -18.123108 0.0 0.1 0.5 1.124
O -3.752192 -6.302096 -15.517592 -0.6 1.6 -2.3 -0.642
N -6.231531 -2.991877 -18.117884 0.4 0.5 0.7 0.529
N -5.474287 -6.485913 -23.688248 0.4 0.4 1.6 1.264
N -7.415029 -6.011916 -20.570856 0.4 -0.2 -0.2 0.637
N -5.953110 -2.950474 -20.759624 0.4 0.9 0.5 0.968
N -4.865828 -5.881756 -21.625401 0.6 0.0 0.2 1.401
N -3.809360 -7.701206 -18.162173 1.4 -0.7 0.5 0.075
N -4.617582 -8.016168 -19.161694 -1.2 -0.7 -1.1 0.180
N -7.747021 -6.850116 -17.434322 -0.4 0.5 -0.3 -0.333
C -7.211910 -6.226937 -21.927776 -1.0 1.3 0.6 -0.017
C -7.207609 -7.514573 -16.677382 1.0 -0.4 0.7 0.322
C -4.086236 -6.492760 -23.697698 -1.2 0.2 1.3 -0.289
C -1.493376 -6.162320 -15.047516 0.8 0.7 -0.1 -0.706
C -8.215576 -9.397512 -24.358422 0.2 -0.5 0.6 -0.808
C -3.163922 -6.852806 -24.622590 1.5 -0.4 -1.1 -1.258
C -6.090060 -0.496961 -17.879704 0.9 0.7 0.6 -1.994
C -2.392531 -6.028008 -21.991573 -0.8 0.0 0.6 -0.397
C -1.452286 -6.480948 -22.906129 -1.7 0.6 0.5 -1.047
C -6.431101 -8.371473 -15.752261 1.4 2.2 -2.0 -0.959
C -5.473085 -9.688279 -21.756621 -2.3 -0.5 0.7 -0.630
C -7.617914 -9.528889 -23.100956 1.8 0.2 -0.8 -0.194
C -2.454660 -6.167160 -15.991206 -1.7 -1.1 -0.6 0.377
C -6.997398 -3.390369 -14.505875 2.3 0.2 -0.7 -0.948
C -4.929652 -9.219666 -19.422279 -0.3 -1.1 0.9 -0.808
C -7.064601 -2.945164 -22.945047 -0.8 0.3 -0.6 1.415
C -7.479301 -9.752720 -25.508928 -1.5 0.6 -0.5 -0.452
C -5.926912 -9.498952 -20.497689 0.3 0.7 0.0 0.161
C -6.425086 -0.533931 -20.782198 -0.2 -0.5 -1.3 -2.168
C -3.734598 -6.105837 -22.387040 1.0 0.2 0.1 0.449
C -8.391030 -6.269230 -22.615020 1.0 -0.6 -0.9 -0.107
C -4.543062 -3.287018 -24.181233 -2.2 0.5 1.4 -0.912
C -5.842391 -6.175970 -22.415428 -0.9 -0.2 -0.4 -1.771
C -6.075100 -3.094396 -16.690357 -1.2 -0.5 -1.3 -0.350
C -8.417302 -2.683394 -22.309245 0.0 -1.4 0.5 -1.776
C -6.207190 -10.214685 -25.427159 1.6 -0.1 -0.4 -0.587
C -6.110840 -1.854896 -20.121521 -0.5 1.3 -0.5 0.850
C -3.292715 -6.337440 -18.344044 0.4 0.1 0.1 0.286
C 0.205223 -6.082533 -16.685030 -1.7 -0.3 -2.4 -0.874
C -6.090839 -1.825095 -18.622061 -0.5 -0.7 -0.1 0.683
C -5.544431 -10.240494 -24.195033 0.3 0.0 -0.2 -0.201
C -5.763379 -3.347547 -24.905141 2.2 -0.2 -2.2 -1.135
C -5.905173 -2.926748 -22.178144 -0.6 -0.4 -0.9 -1.001
C -8.667937 -6.026996 -20.216902 0.3 -0.4 -0.3 -0.894
C -2.154590 -6.214703 -17.362200 1.0 0.9 0.1 0.096
C -6.225630 -9.902157 -23.034019 -0.6 0.9 0.6 0.650
C -0.169372 -6.072059 -15.379015 0.9 -0.4 0.1 -0.454
C -1.838785 -6.868377 -24.183644 0.4 -0.4 -1.0 -0.790
C -4.658743 -3.030725 -22.795747 1.5 -0.1 -0.8 1.122
C -4.658215 -2.941802 -14.815637 1.0 -0.9 0.5 -0.648
C -5.688246 -3.177854 -13.949756 -2.8 0.2 -0.1 -1.124
C -7.172835 -3.386690 -15.897479 -1.2 0.0 1.3 0.731
C -4.825622 -2.961341 -16.190244 1.9 0.6 1.1 1.439
C -3.399255 -2.871423 -21.974678 -1.6 1.1 2.7 -1.470
C -8.568407 -3.642377 -16.456377 0.6 0.3 -0.6 -1.568
C -3.567762 -2.740399 -16.989352 -0.3 1.9 0.6 -0.988
C -6.976741 -3.149662 -24.349258 0.1 0.0 2.7 -0.834
C -0.794784 -6.117444 -17.709430 -0.2 -0.1 1.7 -0.419
H -3.632045 -3.340045 -17.866301 0.7 -0.5 -0.6 -0.357
H -3.439365 -3.528934 -21.059232 0.2 0.3 -1.0 -0.217
H -0.466175 -6.066243 -18.726962 -0.1 -0.2 -0.6 0.548
H -7.829478 -3.592551 -13.878785 -0.6 -0.1 0.5 0.558
H -3.615880 -2.918658 -14.490926 -0.4 0.3 0.3 0.367
H -3.035933 -8.383469 -18.011347 -0.7 0.5 0.1 0.429
H -7.507072 -0.367296 -20.835222 0.0 -0.3 0.3 0.357
H -4.465853 -10.413857 -24.174225 -0.3 -0.2 0.1 0.409
H -6.930214 0.156848 -18.186906 0.0 -0.7 0.4 0.529
H -3.565296 -3.444397 -24.601621 0.0 0.1 -0.3 0.561
H -1.064998 -7.216052 -24.885932 -0.4 0.3 0.4 0.396
H -4.407506 -9.708358 -21.727699 0.7 -0.1 -0.6 0.376
H -6.026838 0.346466 -20.316227 0.5 0.1 0.4 0.617
H -5.534505 -8.719740 -16.304341 -0.6 0.0 0.4 0.147
H -2.913492 -6.255190 -19.371524 0.1 -0.1 0.1 -1.381
H -0.470087 -6.505932 -22.571642 1.8 -0.1 0.1 0.642
H -6.138139 -6.847932 -24.311981 -0.5 -0.7 -1.3 0.257
H -5.650799 -3.125457 -12.860058 0.5 -0.2 -0.4 0.444
H 1.200684 -6.241933 -17.007872 1.0 0.4 0.0 0.418
H -8.542713 -3.822392 -17.525555 0.2 -0.4 -0.2 -0.076
H -5.697384 -10.421409 -26.394534 -0.1 0.0 1.1 0.314
H -6.026925 -0.645888 -16.774777 -0.6 0.0 -0.9 0.280
H -6.102046 -7.795908 -14.909519 0.2 0.4 0.4 0.237
H -8.027139 -9.165646 -22.163894 -0.5 -0.3 -0.5 0.329
H -3.548695 -1.656631 -17.266277 0.1 -0.6 -0.1 0.365
H -2.659653 -2.852234 -16.354383 -0.7 -0.5 -0.7 0.471
H -7.053020 -9.113661 -15.436927 -1.5 -2.4 0.9 0.541
H -8.968886 -6.087747 -19.170716 0.0 0.4 -0.3 0.345
H -4.302270 -5.859000 -16.274871 0.8 -1.1 1.5 -0.180
H -7.836597 -9.605315 -26.540711 -0.4 -0.1 0.8 0.345
H -5.231047 0.196123 -18.065701 -0.2 -1.0 -0.3 0.431
H -2.542508 -3.034153 -22.539716 1.5 -0.6 -0.9 0.556
H -8.490855 -6.396419 -23.697990 -0.2 0.1 0.6 0.330
H -3.389924 -7.115664 -25.660516 -0.1 0.0 0.5 0.546
H -6.122831 -0.556156 -21.839764 0.1 0.1 0.4 0.432
H -7.869864 -3.275946 -24.900223 -0.8 0.2 -0.6 0.592
H -9.091944 -4.443500 -15.968413 0.1 -0.6 0.2 0.498
H -4.621197 -10.115196 -18.785892 -0.1 1.1 -0.7 0.314
H -2.192265 -5.675740 -20.945688 0.2 -0.4 -1.4 0.342
H -8.789473 -1.678573 -22.495651 0.2 0.2 0.3 0.401
H 0.627823 -6.061011 -14.664853 0.0 0.0 0.7 0.413
H -1.833677 -6.152935 -14.072860 -0.4 -0.1 2.1 0.592
H -9.200713 -3.353558 -22.701824 0.4 0.2 -0.1 0.435
H -3.265946 -1.838706 -21.492343 -0.5 -1.1 -0.9 0.304
H -5.741098 -3.490618 -26.012211 0.2 -0.1 1.0 0.364
H -8.345193 -2.955167 -21.229499 -0.3 0.7 -0.6 0.118
H -9.254428 -9.075564 -24.409358 0.2 0.0 -0.2 0.504
H -9.248761 -2.816279 -16.393582 -0.1 0.9 0.4 0.397
```
Forces are in eV/Å.

***

Across the entries above, energy above the lowest of the compared OMol25 structures with the same formula, charge and spin takes the values 0.0 74.1 kJ/mol, respectively.
Across the entries above, total energy takes the values -2095.92796 -5586.14984 hartree, respectively.
Across the entries above, gap between HOMO and LUMO takes the values 0.1275 0.2618 Eh, respectively.